Computed, not measured: the molecule C20H21N3O2 in a non-equilibrium geometry, with ωB97M-V/def2-TZVPD.

Geometry as ORCA input:
```
! wB97M-V def2-TZVPD RIJCOSX def2/J DEFGRID3
* xyz 0 1
O 0.3530 0.2200 -0.8687
O 1.7555 -2.6177 3.5917
N 2.8840 -0.8301 2.8150
N -0.6810 0.7440 -1.5828
N -1.3258 -1.1666 -0.6362
C 0.6128 -1.2161 2.0141
C -1.6691 -0.1009 -1.4284
C 2.3117 1.5089 2.5180
C 4.3964 -0.7938 0.3185
C 0.8087 -1.6895 0.5622
C 3.0206 2.7189 0.5824
C 2.9480 0.3661 2.0444
C 3.6556 0.4011 0.8427
C -0.0941 -0.9228 -0.3246
C 1.7889 -1.6268 2.8902
C -6.8822 0.5377 -3.7291
C -4.5250 1.3070 -3.3648
C -2.9814 0.0587 -2.0160
C 4.0240 -1.0970 3.6689
C 3.6739 1.5915 0.1241
C -3.2691 1.1657 -2.8134
C -5.2212 -0.7430 -2.3423
C 2.3418 2.6818 1.7890
C -3.9673 -0.8966 -1.7842
C -5.5183 0.3573 -3.1380
H -6.8127 0.8680 -4.7637
H 5.4675 -0.6644 0.4791
H -2.4964 1.8982 -2.9867
H 4.9403 -1.1496 3.0806
H 3.8499 -2.0484 4.1685
H 4.2368 -0.8975 -0.7535
H -0.2870 -1.6753 2.4240
H -7.4507 -0.3880 -3.6908
H -4.7459 2.1655 -3.9829
H 4.1294 -0.3071 4.4165
H -5.9823 -1.4879 -2.1589
H 1.8313 -1.4997 0.2394
H 1.8365 3.5608 2.1592
H -7.4305 1.2989 -3.1733
H 4.0865 -1.7109 0.8140
H 1.7875 1.4621 3.4623
H 0.5868 -2.7529 0.4838
H -3.7333 -1.7497 -1.1666
H 0.4974 -0.1322 2.0304
H 3.0410 3.6275 0.0003
H 4.2076 1.6248 -0.8145
*
```

The frontier orbital gap is 9.55 eV. The SMILES is Cc1ccc(-c2noc(CCC(=O)N(C)c3ccccc3C)n2)cc1. As for the relative energy (zero: lowest compared OMol25 entry of this formula, charge and spin): 44.62 kcal/mol. Its total energy is -1089.4813 a.u. The HOMO energy is -0.32255 Eh. Its largest force on an atom is 1.2 eV/Å.